Entry from OMol25: a 3-piece molecular cluster, C37H59F26N7O7P3S overall at a distorted geometry (the ωB97M-V functional and the def2-TZVPD basis).

Results
- charge = -1
- Kohn-Sham gap (eV) = 6.97

Element x y z (Å)
1 C 7.45473 4.86913 -2.08257
2 H -7.31054 -1.20298 -7.06245
3 N 2.56320 0.20555 0.18378
4 H -6.69672 1.96666 5.21143
5 N -2.76430 3.07057 6.89011
6 F 5.89971 6.66223 -1.68580
7 H -6.94178 -2.91617 -6.82442
8 C 0.07043 -1.47289 -2.45642
9 C 1.54923 -1.55588 -2.02573
10 H -3.86625 -0.72741 -6.59142
11 S 2.54215 2.89410 0.90541
12 C -1.51368 1.85088 -1.38630
13 H 0.06841 -1.01721 -3.45768
14 C 4.47413 -2.45986 -1.25349
15 C -6.95775 -1.93218 -6.32864
16 C -0.81860 -0.58201 -1.57374
17 F 0.39956 -3.07924 2.39558
18 H -5.82734 4.10459 3.94221
19 F 5.40515 -0.50894 -3.42221
20 N -2.43739 1.57546 4.81645
21 H -0.37902 1.85211 5.24256
22 F 7.24103 4.32189 -0.87014
23 P -3.15921 3.08640 5.15168
24 F 7.64711 -0.61287 -0.87447
25 C -3.67394 2.57114 7.89934
26 F 7.68360 7.11801 -2.89060
27 F 2.46538 -3.48729 2.77477
28 H -1.46448 4.72349 6.63468
29 F 7.94872 3.13294 -4.54169
30 H -5.42825 0.96708 5.82587
31 F 8.88752 -0.00701 -3.15898
32 C 6.66043 -0.82948 -3.07417
33 F 2.29638 -2.24647 6.36145
34 C 3.29364 -2.55533 -0.25787
35 F 6.25407 1.57985 -1.89801
36 H -0.92121 -0.93320 -0.54359
37 C 5.42820 -1.32250 -0.86991
38 C 7.28754 1.70711 -2.75912
39 H -3.59752 -4.68236 -3.53489
40 H 2.67002 -4.15475 -2.64429
41 C 1.25003 -3.83108 -0.89256
42 F 5.89831 2.47352 -4.52095
43 C 1.23700 -2.05463 4.26215
44 P 2.04279 -1.10072 1.52013
45 H -3.88148 -5.57130 -5.04808
46 C 6.77264 -1.36240 -1.60723
47 O -4.25621 -0.77631 -3.97872
48 N -5.89829 -2.26404 -3.04018
49 H -6.56035 4.24113 5.55449
50 H -2.41393 3.17295 0.04380
51 H 5.00710 -3.41295 -1.24614
52 C -3.82372 -4.57638 -4.60340
53 H -0.35393 -2.47560 -2.58676
54 H -1.51332 2.58189 -2.20373
55 C -6.18724 -4.60360 -4.33289
56 H 0.41108 1.00011 -0.74965
57 C -1.48060 2.60397 -0.03145
58 N -5.66136 -1.52772 -5.84118
59 C -1.04805 1.68291 4.38560
60 H -7.14740 -4.17564 -4.61508
61 H 0.17495 -3.75527 -1.09447
62 N -4.87947 2.97967 5.48761
63 H -4.18892 -2.35428 -1.78863
64 F 8.34544 2.03790 -1.99978
65 C 7.62284 0.33217 -3.44935
66 H -5.73367 -2.42794 -0.94760
67 H -2.28051 -0.49537 4.87569
68 O 3.08749 -0.31231 2.61257
69 F 8.73572 4.74444 -2.43661
70 H -5.41123 1.44216 4.10521
71 H -7.62575 -1.65991 -2.01555
72 C 2.69033 1.34007 0.50236
73 F 2.15632 0.11961 6.82402
74 H -0.92321 2.51557 3.68919
75 C -5.61282 4.15324 5.01563
76 F 7.00484 -1.85582 -3.89677
77 P -4.84738 -2.09352 -4.43634
78 H 4.09297 -2.31297 -2.26756
79 H -2.47677 1.33247 -1.42458
80 H -4.57974 3.17638 8.00818
81 F 7.24968 -2.62638 -1.59959
82 C 2.56542 -0.06549 5.56286
83 C -7.20665 -1.62832 -3.02317
84 O 1.10583 -1.89631 0.36176
85 C -2.24442 4.38225 7.32232
86 H -7.71431 -1.94302 -5.54916
87 H 5.67796 -1.36567 0.19328
88 C 2.42840 -1.60154 5.17670
89 O -3.28902 3.62235 3.74354
90 H -0.60240 3.24877 0.02299
91 H -5.23575 -0.57205 -7.67223
92 F 0.79420 -3.22157 4.84668
93 H -4.44760 -2.15636 -7.46904
94 H -3.14972 2.57147 8.85986
95 H -5.04692 5.06876 5.19812
96 H -6.16985 -4.74893 -3.24898
97 F 3.61615 -2.01036 4.70844
98 H -1.79219 4.31781 8.31369
99 C -5.20697 -1.96023 -1.78297
100 F 3.87189 0.24244 5.55725
101 C 6.91508 2.85023 -3.72332
102 O 1.54433 -5.75837 -2.28487
103 H 2.08165 -2.05831 -2.85043
104 H -0.71511 0.79321 3.85864
105 H 4.93588 -0.36019 -1.02762
106 H -3.96126 1.53751 7.71551
107 F 7.83595 6.76198 -0.77613
108 C 7.17940 6.40372 -1.89490
109 H -1.82699 -0.61727 -2.01039
110 H 1.98066 -0.55453 -1.96998
111 H -2.98128 -4.06110 -5.07547
112 H -3.71931 0.10104 5.63228
113 H 3.31810 -3.61713 0.04215
114 H -3.03302 5.14719 7.34534
115 C -4.76297 -1.23833 -6.94814
116 H -5.14373 -0.88366 -1.59416
117 C -0.31810 0.88862 -1.55597
118 O 3.46927 -1.92210 0.98323
119 H 0.22001 1.05180 -2.49908
120 C -2.66367 0.31906 5.49279
121 N -5.07398 -3.82030 -4.82808
122 F 5.25991 4.08934 -2.49712
123 C 6.45976 4.19016 -3.06286
124 H 1.33327 -4.37294 0.05145
125 H 0.85522 0.31096 2.70476
126 O 0.74284 -0.10871 1.84436
127 H -7.92409 -2.17652 -3.63713
128 F 6.30177 5.06219 -4.10031
129 C 1.87669 -4.62852 -2.02605
130 C -5.62350 1.78185 5.12695
131 H 3.93014 -0.77461 2.55727
132 H -1.48071 1.87380 0.78424
133 H -2.15445 0.26017 6.46823
134 C 1.81592 -2.38472 -0.76541
135 F 1.96610 0.82634 4.78810
136 H -6.14570 -5.58914 -4.80695
137 F 7.59327 0.43851 -4.79750
138 C 1.55763 -2.47470 2.80493
139 F 0.14917 -1.26692 4.36128
140 H -7.17469 -0.58078 -3.35013

Atomic forces in eV per Å
-0.979 0.476 0.650
0.189 0.050 -0.027
0.525 0.555 0.225
0.039 0.208 -0.071
1.909 2.797 -0.594
-0.129 0.071 -0.502
-0.051 -0.007 0.015
0.245 0.307 0.275
0.052 -0.537 -0.539
-0.042 -0.038 0.081
0.499 -0.337 -0.134
0.517 0.613 0.606
-0.041 -0.103 0.104
-0.015 0.776 0.215
-0.075 -0.665 -0.017
-0.017 0.134 -0.267
-0.262 0.169 0.374
0.050 0.079 -0.014
-0.040 0.432 0.259
-0.249 -0.174 -0.659
0.045 -0.122 -0.028
0.328 -0.202 -0.068
-3.967 -4.948 -0.811
0.329 0.211 -0.525
-0.617 -0.228 -0.083
-0.374 0.071 -0.245
0.191 0.106 0.796
-0.056 -0.010 0.006
0.305 -0.038 0.354
0.094 -0.022 -0.078
-0.087 -0.158 0.307
0.886 -0.988 -0.396
-0.187 0.193 0.063
0.045 -1.972 0.451
-0.232 -0.243 -0.306
0.193 -0.167 -0.137
0.098 -0.055 -0.244
0.023 -0.261 0.633
0.023 -0.137 -0.024
-0.091 0.075 0.174
-0.012 0.629 -1.093
-0.209 -0.248 0.381
-0.161 -2.093 0.616
0.670 0.375 -0.898
-0.093 0.016 0.011
-1.783 0.214 1.244
3.238 -1.956 -1.140
-0.680 -0.244 0.262
0.031 -0.125 0.073
0.287 0.227 0.216
-0.005 0.135 0.034
0.112 0.144 -0.215
0.001 0.114 0.092
-0.091 -0.038 0.104
-0.477 0.176 0.477
-0.157 0.136 -0.087
-0.471 -0.454 -0.780
-0.023 0.640 -0.036
0.170 0.780 -0.078
0.040 0.183 0.095
0.133 -0.147 -0.004
-0.385 -0.363 0.302
-0.010 0.043 0.003
0.159 0.423 -0.400
0.016 -0.061 -0.404
-0.103 -0.062 -0.098
0.123 0.130 -0.081
-1.035 -0.444 0.378
0.019 -0.250 -0.153
-0.053 -0.064 -0.001
0.202 0.035 0.079
-0.893 0.490 -0.351
-0.472 0.006 -0.150
-0.091 0.015 0.049
0.236 0.169 -0.070
0.158 0.110 -0.027
-6.554 2.055 1.378
0.082 0.051 0.083
0.204 -0.175 -0.229
-0.011 -0.035 -0.042
0.348 0.079 -0.327
1.005 0.334 0.098
-0.078 -0.043 -0.282
0.916 0.940 0.002
0.212 -0.051 -0.183
0.125 -0.106 0.077
-0.042 -0.141 -0.130
0.065 0.400 0.587
2.381 2.299 1.691
-0.114 -0.010 0.222
-0.134 -0.057 0.052
0.368 -0.040 0.007
-0.073 0.050 -0.109
0.222 0.076 -0.139
-0.006 -0.024 -0.036
-0.023 0.041 -0.019
-0.196 -0.092 -0.486
-0.055 -0.080 0.006
0.277 0.018 -0.121
-0.027 -0.125 -0.045
-0.054 0.333 -0.625
0.022 -0.099 -0.104
-0.042 0.117 0.098
-0.320 -0.138 0.079
0.128 -0.066 0.037
-0.080 0.042 -0.193
0.069 0.070 -0.141
0.681 -0.358 0.885
0.145 0.115 -0.023
-0.060 -0.138 0.278
-0.028 0.008 0.046
0.020 0.159 0.080
-0.032 0.055 -0.267
0.042 0.037 0.137
0.487 0.017 0.173
0.097 -0.007 0.005
-0.732 -0.862 -0.134
-0.692 0.432 -0.431
-0.140 0.246 0.078
-0.003 0.017 0.635
3.541 -0.322 -0.405
0.157 -0.455 0.307
0.159 0.760 -0.621
0.189 0.093 -0.068
0.134 0.199 -0.135
0.328 -0.751 0.607
0.031 0.066 -0.093
0.263 -0.138 -0.141
-0.294 -0.154 0.414
0.168 -0.252 0.066
0.072 0.091 -0.048
0.212 0.168 0.001
-0.023 -0.025 0.009
-0.316 -0.641 0.972
-0.506 -0.375 0.015
0.229 0.100 -0.162
-0.365 0.333 0.047
-0.435 0.625 -1.423
0.673 0.751 -0.197
-0.086 0.030 0.020

Here are the Löwdin charges for atoms 1 to 99, given in e: -0.353, 0.082, 0.036, 0.077, -0.307, 0.204, 0.081, -0.184, -0.121, 0.072, 0.580, -0.246, 0.111, -0.088, -0.142, -0.193, 0.070, 0.079, 0.157, -0.310, 0.081, 0.163, 0.745, 0.108, -0.148, 0.188, 0.087, 0.077, 0.162, 0.052, 0.164, -0.339, 0.127, -0.282, 0.164, 0.109, -0.063, -0.323, 0.080, 0.120, -0.063, 0.172, -0.327, 0.584, 0.075, -0.420, -0.277, -0.342, 0.076, 0.063, 0.119, -0.143, 0.095, 0.096, -0.147, 0.072, -0.107, -0.329, -0.123, 0.063, 0.125, -0.337, 0.070, 0.165, -0.330, 0.080, 0.081, -0.183, 0.177, 0.092, 0.080, -0.864, 0.157, 0.083, -0.157, 0.135, 0.765, 0.098, 0.089, 0.080, 0.120, -0.524, -0.142, -0.183, -0.148, 0.048, 0.137, -0.312, -0.279, 0.049, 0.079, 0.100, 0.079, 0.086, 0.070, 0.084, 0.144, 0.075, -0.143

---

Entry from OMol25: a 2-piece molecular cluster, C37H59N2O6P2S2 overall at a distorted geometry (the ωB97M-V functional and the def2-TZVPD basis).

Results
- charge = +1
- Kohn-Sham gap (eV) = 5.90

Element x y z (Å)
1 O 2.08302 0.17232 -1.35638
2 H -2.07377 -3.67046 -8.75671
3 C -3.48220 -2.66152 -0.13746
4 H -1.66758 -2.47567 -6.65547
5 C 4.14856 -0.69523 3.67829
6 C -0.66337 7.89691 0.88284
7 H -0.03497 -4.31668 -6.05632
8 C 2.45251 3.47674 0.95431
9 H 4.14765 6.10591 2.38024
10 C -1.39726 -0.05813 0.44288
11 C 1.57927 2.23783 0.24815
12 H 0.07498 -1.48502 -0.61695
13 H 0.06952 5.71421 4.21202
14 P 2.71490 6.25304 2.41639
15 H 2.36143 -1.05657 2.28736
16 O 5.01800 4.18360 0.84230
17 H -4.34307 -6.19616 -4.33727
18 C -2.05079 -2.39280 -0.89178
19 C -0.99243 1.12907 -0.61666
20 P -1.00884 6.38925 2.02453
21 C -0.73776 -3.91828 -5.32555
22 H -0.82050 -5.91480 -9.13003
23 C 2.46346 2.91155 4.97859
24 H -2.54123 0.03941 0.68200
25 C 3.47367 -1.47053 2.40141
26 C -0.97117 -5.41802 -8.16405
27 H -0.47883 0.62308 -1.56731
28 C -2.25168 -4.60617 -8.21355
29 C 3.74956 0.50511 0.65337
30 C -0.79674 3.67646 0.66550
31 H -1.90574 6.03484 5.61026
32 C 2.30355 -0.40734 6.17077
33 H -2.39828 -4.25486 1.46435
34 H -3.73242 -3.90633 2.84610
35 H -0.02046 -6.59706 -4.86376
36 C -0.02842 -5.81240 -4.09870
37 H -1.52279 7.89180 5.54340
38 N 2.38718 0.96507 6.79327
39 H -2.23208 -1.91149 -1.96834
40 O 2.37962 7.71442 1.91643
41 H -0.67419 -2.25018 0.93650
42 H 1.18346 2.77300 6.86215
43 H 2.34426 6.19738 3.83651
44 H 0.33528 7.63727 0.29554
45 C 3.79913 1.39478 7.11355
46 C -2.46001 3.80883 0.57199
47 C -3.33510 -5.51043 -6.10528
48 H 5.49342 1.33140 1.91368
49 H 3.38497 -2.63536 2.51763
50 C 4.55643 1.64565 1.24491
51 C -3.87924 3.71407 0.69451
52 C -1.74093 6.94099 4.86018
53 H -3.01698 -5.17453 -8.75645
54 H 4.84321 1.84529 5.01610
55 H -3.71670 -3.82335 -0.23554
56 C 4.49346 2.38470 5.99620
57 H -3.62664 -4.60034 -4.13271
58 O -1.09888 -4.91363 -4.37209
59 H -3.95015 -6.08026 -6.81292
60 H -0.20755 -3.12644 -4.78166
61 H 5.32937 -0.77168 3.52821
62 C -0.94521 -1.56949 -0.00336
63 H 5.42919 2.88352 6.54471
64 H 3.83107 0.43043 3.65230
65 H -4.83194 -4.05341 -7.75451
66 H -4.38953 -2.11872 -0.68213
67 H 0.93931 -5.30003 -4.08088
68 H -2.10164 -2.94941 2.80821
69 H 0.64777 1.60275 5.48397
70 H -3.82821 -2.56325 -7.83518
71 H 3.76141 -1.70510 0.08892
72 O -3.50108 -2.34116 1.29809
73 C -4.14207 -5.24445 -4.84346
74 H -0.96818 -6.19643 -7.39866
75 H -0.57268 8.91472 1.45932
76 C 4.10478 3.22366 1.00892
77 N -2.87796 -4.23213 -6.84827
78 S 3.68456 -1.37369 5.36037
79 H 3.72877 2.04059 8.11545
80 H -1.58108 -3.46356 -1.11319
81 H -5.06903 3.75984 0.66305
82 C -0.46430 6.70533 3.82994
83 H -2.01866 1.57100 -1.03713
84 H 1.71873 3.74780 4.56438
85 H -4.59783 -3.02841 -6.29219
86 C 2.41259 0.88455 -0.27254
87 C -4.13839 -3.40547 -7.20927
88 H 4.52486 0.49075 7.39948
89 C 0.07893 4.90794 1.38156
90 S 0.75645 -1.18484 6.24949
91 H -2.74164 7.14126 4.24210
92 H -0.81809 0.18276 1.45591
93 H -2.45455 -6.11574 -5.88748
94 H -0.20525 -6.27747 -3.12634
95 C 1.73297 4.85598 1.55806
96 C -2.94222 -3.43050 2.12047
97 H 2.84815 2.33716 4.03441
98 C -0.08166 2.30891 0.06564
99 H 5.40264 -1.16821 1.03068
100 C 4.22668 -1.05403 0.96888
101 H -5.11495 -4.79735 -5.06808
102 C -1.97449 -3.29222 -5.99163
103 O 3.58628 3.54103 5.69181
104 H -0.10090 -4.76996 -8.02975
105 H -1.52655 7.89283 0.06500
106 H 0.28543 7.59190 3.97469
107 C 1.59896 2.01226 6.04179
108 H -2.62255 -2.87418 -5.21308

Atomic forces in eV per Å
1.805 4.144 6.705
-0.180 -0.126 0.245
-0.669 -1.037 -0.481
-0.054 -0.223 0.081
0.374 0.828 -1.468
0.988 -0.384 -1.408
-0.081 -0.055 -0.043
-2.330 -0.154 -0.226
-0.986 -0.827 -0.113
0.579 0.299 1.165
-1.401 1.953 0.768
-2.255 -0.164 1.186
-0.958 2.047 -0.930
-1.439 4.369 -0.655
2.245 -1.027 0.343
-5.771 -5.731 1.248
0.148 0.164 -0.187
0.556 -0.595 -0.321
-0.459 -0.206 -0.774
-0.469 -0.391 0.078
-0.190 -0.200 0.309
-0.195 0.111 0.176
-1.202 0.479 0.204
2.279 -0.450 -0.454
-0.982 0.698 -0.472
0.444 0.063 -0.116
-0.650 1.396 2.264
-0.120 -0.106 0.324
2.291 3.228 1.504
1.605 -0.399 0.187
0.349 1.841 -1.865
-3.068 0.859 0.140
-1.323 1.631 1.312
1.297 0.917 -1.694
0.215 0.001 0.031
-0.083 -0.125 -0.020
-0.506 -2.041 -1.586
1.645 -2.386 -2.738
0.336 -0.780 2.387
0.599 -4.211 1.004
-0.779 1.664 -1.891
1.002 -1.535 -1.798
0.406 -0.597 -1.191
-1.951 1.013 1.376
1.041 1.253 1.026
-7.727 -1.132 1.350
0.017 0.064 -0.127
-2.088 1.194 -1.802
0.491 2.322 -0.065
-2.814 -2.670 -1.580
9.636 0.760 -1.127
-0.360 0.549 0.127
-0.018 0.248 0.302
-0.792 0.978 1.788
0.411 2.344 0.076
0.787 0.695 1.506
0.110 -0.118 -0.024
-0.063 0.382 -0.337
0.153 0.313 -0.084
-0.129 0.234 -0.253
-2.486 0.209 0.752
0.335 -0.210 -0.232
-1.973 -1.197 -1.389
0.745 -2.147 -0.102
0.200 0.135 0.150
2.063 -0.808 1.428
-0.105 -0.040 0.032
-1.752 -0.995 -1.401
2.095 0.340 1.302
-0.025 -0.232 0.130
1.224 1.286 1.954
0.577 -1.725 -1.122
-0.190 0.172 -0.007
-0.029 0.093 -0.091
-0.173 -2.137 -1.150
2.996 2.522 -0.683
-0.503 0.465 -0.256
-0.221 0.392 0.140
0.073 -1.256 -2.222
-0.875 2.245 0.424
3.446 -0.038 0.034
0.930 -0.322 1.713
2.451 -0.475 1.120
1.717 -1.631 1.034
0.129 -0.163 -0.221
-0.655 -1.791 -3.135
0.742 -0.371 0.300
-1.880 1.863 -0.978
1.968 -2.345 -1.017
3.263 1.430 -0.195
2.184 -0.503 1.463
-1.325 -0.550 -2.075
-0.069 0.362 -0.012
-0.046 0.157 -0.146
-2.215 -4.834 -2.678
1.320 0.050 0.761
-0.642 0.733 1.719
1.815 2.837 1.386
-2.543 0.402 -0.229
-1.441 0.658 -0.183
0.111 -0.118 0.004
-0.141 -0.709 0.036
-0.080 -3.040 -1.025
-0.119 -0.192 0.075
1.700 0.193 2.008
-1.299 -1.688 -0.498
-1.093 1.761 -0.073
0.080 -0.156 -0.224

Here are the Löwdin charges for atoms 1 to 99, given in e: -0.048, 0.133, -0.231, 0.144, -0.502, -0.322, 0.099, -0.012, 0.024, -0.184, 0.036, 0.107, 0.058, 0.752, 0.122, -0.043, 0.102, -0.186, -0.178, 0.897, -0.188, 0.099, -0.186, 0.117, -0.230, -0.058, 0.116, -0.153, -0.090, -0.102, 0.078, -0.950, 0.105, 0.104, 0.088, -0.072, 0.080, -0.203, 0.108, -0.515, 0.111, 0.151, 0.012, 0.043, -0.167, -0.104, -0.152, 0.135, 0.119, 0.041, 0.062, -0.196, 0.132, 0.112, 0.119, -0.153, 0.074, -0.221, 0.136, 0.143, 0.105, -0.200, 0.148, 0.045, 0.115, 0.133, 0.098, 0.104, 0.119, 0.109, 0.122, -0.267, -0.055, 0.077, 0.066, -0.215, -0.231, 0.775, 0.145, 0.105, 0.064, -0.466, 0.115, 0.120, 0.100, -0.158, 0.020, 0.130, -0.252, 0.566, 0.070, 0.124, 0.108, 0.099, -0.210, -0.118, 0.108, -0.027, 0.127